{"formula": "C64H144BrN8", "method": "the ωB97M-V functional and the def2-TZVPD basis", "species": ["C", "C", "C", "N", "C", "C", "C", "C", "C", "H", "H", "H", "H", "H", "H", "H", "H", "H", "H", "H", "H", "H", "H", "H", "H", "H", "H", "C", "C", "C", "N", "C", "C", "C", "C", "C", "H", "H", "H", "H", "H", "H", "H", "H", "H", "H", "H", "H", "H", "H", "H", "H", "H", "H", "C", "C", "C", "N", "C", "C", "C", "C", "C", "H", "H", "H", "H", "H", "H", "H", "H", "H", "H", "H", "H", "H", "H", "H", "H", "H", "H", "C", "C", "C", "N", "C", "C", "C", "C", "C", "H", "H", "H", "H", "H", "H", "H", "H", "H", "H", "H", "H", "H", "H", "H", "H", "H", "H", "C", "C", "C", "N", "C", "C", "C", "C", "C", "H", "H", "H", "H", "H", "H", "H", "H", "H", "H", "H", "H", "H", "H", "H", "H", "H", "H", "C", "C", "C", "N", "C", "C", "C", "C", "C", "H", "H", "H", "H", "H", "H", "H", "H", "H", "H", "H", "H", "H", "H", "H", "H", "H", "H", "C", "C", "C", "N", "C", "C", "C", "C", "C", "H", "H", "H", "H", "H", "H", "H", "H", "H", "H", "H", "H", "H", "H", "H", "H", "H", "H", "C", "C", "C", "N", "C", "C", "C", "C", "C", "H", "H", "H", "H", "H", "H", "H", "H", "H", "H", "H", "H", "H", "H", "H", "H", "H", "H", "Br"], "coordinates": [[7.813962, -2.333179, 4.197265], [6.706857, -2.709446, 3.194572], [5.309567, -2.531279, 3.688800], [4.198973, -2.906943, 2.699584], [4.357885, -4.374736, 2.317755], [2.838747, -2.652105, 3.316797], [1.931604, -2.450980, 2.096247], [2.796517, -2.222977, 0.811002], [4.201875, -2.137504, 1.377585], [8.739304, -2.897307, 4.127940], [7.399168, -2.446885, 5.203052], [8.105412, -1.284196, 4.108873], [6.913576, -3.723799, 2.847018], [6.906423, -2.098083, 2.307885], [5.059210, -1.475608, 3.824292], [4.995850, -2.999396, 4.623423], [5.296376, -4.535968, 1.802208], [3.572166, -4.561230, 1.583316], [4.088056, -4.933862, 3.209118], [2.531054, -3.458994, 3.976231], [2.886080, -1.716258, 3.872395], [1.385176, -3.367541, 1.884892], [1.320266, -1.581271, 2.323849], [2.697733, -3.048567, 0.106406], [2.529683, -1.327301, 0.252396], [4.934929, -2.561876, 0.697406], [4.319341, -1.100735, 1.706273], [-3.012479, -7.273769, 0.024995], [-4.217936, -6.361686, -0.311318], [-5.117122, -5.879460, 0.776655], [-6.176076, -4.847716, 0.301105], [-5.618669, -3.466975, 0.035180], [-7.343284, -4.636957, 1.246958], [-8.551863, -4.346706, 0.384226], [-8.134921, -4.576333, -1.081316], [-6.836659, -5.414564, -0.953755], [-2.399210, -7.596289, -0.814797], [-3.468248, -8.190526, 0.407686], [-2.342440, -6.897677, 0.795934], [-4.752042, -6.940612, -1.063916], [-3.832774, -5.426231, -0.737291], [-4.715509, -5.387616, 1.665161], [-5.784130, -6.609671, 1.244371], [-5.068973, -3.652370, -0.887320], [-4.960843, -3.171003, 0.849128], [-6.443517, -2.771295, -0.085654], [-7.086285, -3.874885, 1.978448], [-7.473159, -5.584470, 1.770048], [-8.952261, -3.345867, 0.527962], [-9.307723, -5.087180, 0.638389], [-7.858140, -3.654171, -1.594294], [-8.896332, -5.073645, -1.675354], [-6.227838, -5.293240, -1.843341], [-7.131348, -6.443631, -0.759733], [-0.902805, 9.463663, 0.291146], [0.425012, 9.067360, 0.917665], [0.607129, 7.511708, 0.962533], [1.335173, 7.000741, 2.193702], [2.747308, 7.511637, 2.228222], [1.255710, 5.481444, 2.196055], [-0.090199, 5.130603, 2.732194], [-0.574863, 6.315704, 3.567302], [0.520657, 7.398544, 3.430349], [-0.797198, 9.564805, -0.788765], [-1.087470, 10.480753, 0.635336], [-1.695065, 8.772574, 0.565987], [0.594713, 9.567020, 1.873010], [1.347088, 9.354710, 0.403637], [1.055586, 7.171230, 0.028508], [-0.366898, 7.017547, 0.970982], [3.246182, 7.049190, 1.376328], [3.205779, 7.157858, 3.149059], [2.876207, 8.586609, 2.136931], [2.055447, 5.141604, 2.864227], [1.586286, 5.152140, 1.210983], [-0.098995, 4.216073, 3.327751], [-0.733160, 4.867601, 1.887642], [-0.732922, 6.064747, 4.612644], [-1.486466, 6.767590, 3.181607], [1.225097, 7.379318, 4.260047], [0.064779, 8.375943, 3.339200], [0.502974, 1.559516, 1.089654], [-0.484594, 1.343300, -0.075185], [-0.592965, -0.126793, -0.581331], [-1.718309, -0.177031, -1.626689], [-1.568003, 0.949324, -2.623127], [-1.823925, -1.545308, -2.322064], [-3.307109, -1.728420, -2.658924], [-4.038470, -0.741697, -1.806874], [-3.034184, -0.107909, -0.853864], [0.787513, 2.597921, 1.254808], [1.390584, 0.949240, 0.897437], [0.113977, 1.243911, 2.060281], [-0.139826, 1.917662, -0.935234], [-1.403537, 1.841800, 0.239687], [-0.714361, -0.851905, 0.223896], [0.293117, -0.296107, -1.195734], [-0.607189, 0.812706, -3.115474], [-1.709928, 1.872809, -2.079433], [-2.314744, 0.779592, -3.397360], [-1.078640, -1.551155, -3.117701], [-1.593601, -2.390296, -1.656734], [-3.518679, -1.482958, -3.705052], [-3.775658, -2.705896, -2.559216], [-4.297121, 0.171359, -2.352459], [-4.962942, -1.103946, -1.367021], [-3.285150, 0.944966, -0.715625], [-2.952933, -0.504457, 0.158463], [-4.533659, 4.262488, -2.102088], [-5.803834, 4.760534, -2.837251], [-7.047385, 4.812437, -1.951352], [-8.283448, 5.293752, -2.728473], [-8.185947, 6.798531, -2.845758], [-9.555637, 4.951257, -1.999034], [-10.686190, 5.246749, -3.011995], [-10.006337, 5.038767, -4.356485], [-8.524288, 4.755725, -4.143151], [-3.749961, 3.866630, -2.741108], [-4.790127, 3.391921, -1.478842], [-4.305583, 5.002449, -1.334299], [-5.999690, 4.125321, -3.703120], [-5.527530, 5.738054, -3.233938], [-6.819232, 5.511719, -1.149342], [-7.417470, 3.844675, -1.618639], [-7.199929, 7.117307, -3.172100], [-8.354494, 7.250472, -1.868022], [-8.959679, 7.194534, -3.497531], [-9.664134, 5.475589, -1.052025], [-9.571967, 3.882460, -1.781786], [-11.295440, 6.092570, -2.688950], [-11.462343, 4.506657, -2.790887], [-10.013488, 5.896609, -5.032168], [-10.471697, 4.257840, -4.956286], [-7.878265, 5.277322, -4.841036], [-8.278614, 3.701163, -4.003598], [2.421591, -7.241995, -6.160928], [1.464680, -6.102326, -5.770326], [0.030342, -6.274529, -6.276599], [-0.951753, -5.360514, -5.621001], [-0.807031, -3.880014, -5.923993], [-2.353482, -5.836654, -5.979848], [-3.281809, -5.328634, -4.886668], [-2.423184, -5.454451, -3.613505], [-0.967061, -5.493562, -4.107869], [3.461241, -6.944825, -6.064525], [2.354775, -7.365432, -7.250635], [2.084851, -8.215879, -5.812589], [1.868264, -5.191165, -6.221488], [1.521441, -5.986907, -4.684424], [-0.236896, -7.324269, -6.169471], [0.064217, -6.009010, -7.333955], [-1.484021, -3.384396, -5.236081], [-1.016167, -3.705772, -6.974353], [0.226333, -3.726212, -5.618430], [-2.553061, -5.647736, -7.032074], [-2.356558, -6.920673, -5.855930], [-3.550727, -4.276027, -4.997622], [-4.205251, -5.892905, -4.791940], [-2.586326, -4.633747, -2.912136], [-2.739591, -6.317639, -3.029367], [-0.281553, -4.876740, -3.526593], [-0.566012, -6.463577, -3.802726], [6.238597, -1.585889, 9.436587], [6.122282, -0.743468, 8.167541], [5.234742, 0.513192, 8.154147], [5.140460, 1.154456, 6.794432], [6.493865, 1.472213, 6.239624], [4.402616, 2.489601, 6.911931], [2.939684, 2.152077, 6.637377], [2.959062, 1.109156, 5.512657], [4.309142, 0.414238, 5.758753], [6.865336, -2.433195, 9.169939], [5.282497, -1.878628, 9.871184], [6.726801, -1.083415, 10.274420], [5.679270, -1.446674, 7.445391], [7.112261, -0.594644, 7.731493], [5.583131, 1.263844, 8.858569], [4.262142, 0.082402, 8.393153], [7.072556, 0.592588, 5.967997], [7.055510, 2.149159, 6.877811], [6.328113, 1.959606, 5.277134], [4.777205, 3.145774, 6.121463], [4.585468, 3.094513, 7.798709], [2.434571, 3.114675, 6.555937], [2.557422, 1.689242, 7.549530], [2.905970, 1.544923, 4.509005], [2.032585, 0.536524, 5.542830], [4.882668, 0.160113, 4.874698], [4.051829, -0.564894, 6.170177], [3.608159, 2.845974, -3.022661], [4.457835, 1.852458, -2.250805], [5.574675, 1.322510, -3.119660], [6.684405, 0.598126, -2.340147], [7.393955, 1.647205, -1.514321], [7.722665, -0.024443, -3.261378], [8.228388, -1.255194, -2.532367], [7.031724, -1.778386, -1.768336], [6.060622, -0.614323, -1.691223], [3.139086, 2.362407, -3.885920], [4.162162, 3.702420, -3.405593], [2.759484, 3.210255, -2.440934], [3.766665, 1.057549, -1.957532], [4.787905, 2.380568, -1.355265], [6.098686, 2.026884, -3.765626], [5.212286, 0.551928, -3.802138], [8.355042, 1.312817, -1.132074], [6.715803, 1.995216, -0.742342], [7.603892, 2.468838, -2.196761], [8.515702, 0.630377, -3.618482], [7.196736, -0.347901, -4.163432], [9.067518, -1.063600, -1.864542], [8.598909, -1.921755, -3.311466], [7.189281, -2.182104, -0.765765], [6.404935, -2.582256, -2.165823], [5.807727, -0.299486, -0.671390], [5.078213, -0.846057, -2.099651], [-1.883543, -3.551825, 1.089342]], "forces_ev_per_angstrom": [[-0.7312, 0.5925, 0.7950], [1.6021, -0.4600, -0.8121], [-1.5442, 1.1435, -0.4906], [0.9462, -1.3263, -0.5813], [-1.7180, 0.7667, -0.0980], [0.3338, 0.3797, -1.3320], [-0.1369, -0.3602, -0.5405], [-0.0236, -0.4527, 0.9250], [-0.4231, 0.5688, 0.9287], [-0.2236, -0.3088, -0.1855], [0.3723, -0.1645, 0.1377], [-0.1319, 0.0267, -0.0925], [-0.2828, -0.1184, 0.2913], [-0.4762, 0.0639, -0.0815], [0.4841, 0.1094, 0.1659], [0.5710, -0.4399, -0.0416], [0.2294, -0.1931, 0.5987], [-0.0120, -0.1758, 0.0778], [0.7549, -0.4528, -0.0822], [0.1859, -0.0937, -0.0399], [0.2982, -0.0959, 0.1682], [-0.7743, 0.4124, 0.3998], [-0.5809, -0.3861, -0.3094], [-0.0892, -0.0834, 0.1600], [0.0686, 0.1510, 0.1872], [0.4509, 0.4180, 0.3221], [0.7891, -0.0002, -0.4277], [-0.8771, -0.3849, 1.2280], [1.5391, 0.4472, -0.8978], [-1.9707, 0.5112, 1.9623], [-0.0358, -0.0883, -0.8293], [0.2404, -1.4390, -0.5034], [0.5603, -0.9853, 0.4674], [-0.5174, -0.0423, -0.5712], [1.0302, -0.0682, 0.2071], [-1.6308, 1.0722, 0.1867], [-0.2835, 0.3994, -0.3469], [0.3257, -0.1503, 0.1360], [-0.1310, 0.2750, -0.0154], [-0.3858, 0.3605, -0.0339], [0.1338, -0.1944, -0.4301], [0.9561, -0.0373, -0.3950], [0.3124, -0.5787, -0.4346], [0.2689, 0.8494, 0.0323], [0.0814, -0.1161, -0.0345], [0.0199, -0.0329, -0.1298], [0.0854, 0.0084, -0.0562], [-0.0190, 0.1065, 0.1270], [-0.1013, -0.0880, 0.1246], [-0.2455, 0.2973, 0.0656], [-0.3239, 0.1386, 0.0452], [0.0355, -0.0656, 0.0294], [0.3557, -0.2746, 0.2266], [0.4877, -0.1462, 0.0512], [1.0186, 0.8924, -0.2722], [1.4774, -1.3248, 0.0887], [-1.0560, 0.7606, 0.3166], [-0.7250, 0.7987, -0.2392], [0.1607, -0.8837, -0.2312], [2.0776, 0.6962, 0.4845], [-1.0828, -1.0465, -0.4533], [0.3005, 0.9102, -0.3390], [0.1546, -0.8833, 0.2712], [-0.2594, -0.3544, -0.0510], [-0.5561, -0.1273, 0.0203], [-0.1715, 0.1797, 0.0045], [-0.4279, -0.3940, 0.2573], [-0.5446, 0.6698, -0.6199], [0.6006, -0.1243, 0.3256], [-0.0658, 0.0951, 0.2620], [0.1260, 0.0442, 0.0363], [0.0183, 0.0916, 0.0151], [-0.6041, 0.0480, 0.1289], [-0.1023, 0.1784, 0.1298], [-0.5572, -0.1037, -0.1392], [0.4137, 0.0668, 0.0385], [-0.3348, 0.3953, 0.1454], [-0.0213, 0.0003, -0.0316], [-0.2097, -0.3874, 0.0500], [-0.0499, 0.1083, 0.0309], [0.4052, 0.1251, -0.1302], [0.0819, -0.8737, -0.0311], [0.5579, 0.4245, 0.3760], [-0.0362, 1.7618, -0.7411], [-0.3256, -1.3029, 1.8686], [-0.5582, -1.5192, -0.0407], [0.0831, -0.6943, 0.3651], [-0.3120, 0.3711, -1.7907], [-0.3587, 1.9218, 0.5270], [-0.4003, 0.6565, 0.2280], [0.0250, 0.0550, -0.4767], [0.2398, 0.2502, 0.1339], [-0.2538, -0.2718, -0.1810], [0.2467, 0.1711, 0.2436], [-0.3911, -0.5742, -0.1882], [-0.3734, -0.3540, -0.3677], [0.2630, -0.3707, 0.3936], [0.1856, 0.3961, 0.2381], [0.0443, 0.1603, -0.4511], [-0.1748, 0.2898, 0.1173], [-0.3428, 0.0613, -0.2833], [0.4053, 0.7407, 0.6186], [0.1954, 0.0284, -0.0326], [0.8829, -0.3434, 0.4272], [-0.5855, -0.5759, -0.6741], [0.2015, -0.0489, 0.2987], [0.1233, 0.0048, -0.0399], [0.4461, -0.6750, -0.3257], [-1.7492, -0.8226, 1.1647], [0.6714, -0.6729, -0.5413], [-0.3605, -0.0289, -1.4225], [0.5560, 2.0133, 0.4742], [-0.3171, 0.4215, 0.6182], [-0.7760, -0.0779, -0.2506], [-0.3828, -1.1122, 1.8256], [-0.2173, 0.6714, -1.5649], [0.0622, -0.6407, 1.7951], [0.2594, 0.8711, -0.1833], [-0.2303, -0.0943, -0.1249], [0.8922, 0.1523, -0.4156], [0.0486, -0.0257, 0.0226], [-0.4014, 0.1243, -0.0117], [-0.6745, -0.1185, 0.3045], [0.7501, -0.1709, 0.4228], [-0.0432, -0.2882, -0.2892], [0.0004, -0.2014, 0.0835], [0.0918, -0.1804, -0.1626], [0.3629, 0.2094, -0.0854], [0.4538, -0.0336, -0.0801], [0.7783, 0.9155, -0.9986], [0.2876, -0.4523, -0.5025], [-0.5230, 0.2098, 0.2882], [0.0431, -0.1573, 0.2138], [0.1512, -0.2363, -0.0105], [-0.0535, -0.0839, -0.6772], [-1.0960, 0.3120, -1.8953], [0.6585, 0.3410, 0.2070], [1.7943, 0.2415, -0.3896], [-1.5539, -0.2360, 1.1951], [0.6882, -1.6139, 0.4401], [-0.3165, -0.7142, 0.2590], [0.2159, 0.9442, 0.2792], [-0.3435, 0.5245, -0.0274], [0.1895, -1.7202, 1.4176], [0.0216, -0.4097, 0.8227], [-0.1060, 0.0519, -0.0318], [0.5778, 0.0433, 0.6639], [0.0396, 0.0911, 0.1941], [-0.2442, 0.0722, 0.0219], [-0.6240, 0.1855, 0.1653], [-0.4132, -0.2181, -0.0779], [-0.0771, 0.2638, -0.2668], [0.1005, 0.1855, 0.0163], [-0.0247, 0.7375, -0.4090], [-0.1385, 0.3920, 0.1002], [0.3247, -0.0409, -0.1871], [-0.1293, -0.0568, -0.3746], [0.0522, -0.1173, -0.3394], [0.0356, 0.1939, -0.2051], [0.5316, -0.3315, -0.2239], [-0.1138, 0.8435, -0.7947], [-0.0650, -0.2864, -0.7646], [0.1208, 0.8221, 0.7034], [0.0414, -0.5981, -1.1552], [0.4265, -1.8404, 0.3841], [0.0979, 1.5581, -0.4929], [0.2333, -0.0144, -1.1043], [-0.4993, 0.4490, -0.9286], [0.6637, 0.3286, 1.2278], [0.0106, 1.6361, -0.3202], [-0.9683, -2.0040, 0.6543], [-0.2535, -0.2442, 0.2380], [-0.0997, -0.3221, -0.4388], [0.2415, 0.2212, -0.2717], [-0.1904, 0.1315, -0.1381], [0.1170, 0.4284, 0.4504], [-0.2100, 0.0968, -0.0070], [-0.3163, 0.8376, 0.2443], [-0.1032, -0.2150, 0.5992], [-0.1034, -0.1860, 0.2652], [-0.0739, 0.2538, 0.1828], [0.0572, -0.3466, -0.2432], [0.1328, -0.8077, 0.5006], [-0.4194, -0.3224, -0.5650], [-0.2626, -0.0306, -0.0758], [0.3979, 0.3572, 0.1289], [0.4656, -0.7198, 0.3845], [0.2667, 0.6802, -0.0183], [0.3816, 0.0141, 0.3277], [-0.6450, 0.0536, -0.8384], [-0.4964, 0.6632, -0.0195], [0.9525, -1.0249, -0.3357], [-0.0012, 0.4970, -1.2217], [-0.3235, -0.2144, 0.0055], [-0.2529, -0.5559, -0.6839], [0.4975, -0.3492, -0.4181], [-1.4985, -0.6571, 0.7060], [-0.2570, 1.0735, 1.9689], [0.1980, 0.0239, -0.0831], [0.0761, -0.0129, 0.1375], [0.2202, 0.0647, 0.2442], [0.3649, -0.2128, 0.2177], [0.2967, -0.2883, 0.0341], [-0.2411, 0.4739, 0.3127], [-0.2389, 0.0913, 0.0006], [-0.2155, -0.3737, 0.1731], [0.2404, -0.0731, 0.2100], [-0.0442, 0.0056, 0.0108], [-0.1970, 0.4695, 0.4714], [-0.1729, 0.0292, 0.1091], [-0.0425, 0.1878, -0.0162], [0.0329, -0.2475, 0.2624], [0.7723, 0.3938, 0.0237], [0.7897, -0.1398, -0.8981], [0.2899, -0.0986, 0.0664], [0.2681, 0.2711, -0.6931], [0.1039, 0.5022, -0.5301]], "lowdin_charge": [-0.06, -0.22, -0.12, -0.26, 0.06, -0.07, -0.13, -0.14, -0.11, 0.10, 0.07, 0.07, 0.12, 0.11, 0.09, 0.15, 0.11, 0.11, 0.13, 0.15, 0.12, 0.09, 0.10, 0.11, 0.09, 0.12, 0.14, -0.08, -0.26, -0.10, -0.26, 0.00, -0.10, -0.13, -0.13, -0.10, 0.07, 0.09, 0.06, 0.11, 0.06, 0.13, 0.14, 0.07, 0.07, 0.10, 0.14, 0.14, 0.12, 0.13, 0.10, 0.13, 0.12, 0.15, -0.07, -0.22, -0.11, -0.26, 0.04, -0.13, -0.17, -0.11, -0.06, 0.09, 0.09, 0.07, 0.11, 0.12, 0.14, 0.12, 0.11, 0.11, 0.12, 0.13, 0.13, 0.12, 0.11, 0.13, 0.12, 0.14, 0.13, -0.08, -0.22, -0.10, -0.24, 0.04, -0.09, -0.16, -0.15, -0.10, 0.05, 0.06, 0.08, 0.09, 0.11, 0.08, 0.13, 0.12, 0.09, 0.12, 0.13, 0.07, 0.12, 0.09, 0.11, 0.11, 0.12, 0.12, -0.09, -0.23, -0.10, -0.27, 0.03, -0.11, -0.12, -0.13, -0.08, 0.06, 0.06, 0.08, 0.11, 0.11, 0.14, 0.13, 0.10, 0.12, 0.12, 0.14, 0.13, 0.13, 0.13, 0.13, 0.13, 0.14, 0.14, -0.07, -0.24, -0.12, -0.26, 0.07, -0.08, -0.13, -0.14, -0.11, 0.09, 0.09, 0.09, 0.11, 0.10, 0.15, 0.15, 0.09, 0.12, 0.10, 0.15, 0.15, 0.10, 0.13, 0.08, 0.11, 0.13, 0.14, -0.07, -0.24, -0.09, -0.24, 0.02, -0.10, -0.14, -0.14, -0.10, 0.09, 0.09, 0.09, 0.09, 0.10, 0.15, 0.15, 0.09, 0.13, 0.11, 0.13, 0.15, 0.13, 0.13, 0.10, 0.12, 0.10, 0.13, -0.09, -0.24, -0.12, -0.25, 0.05, -0.09, -0.12, -0.14, -0.13, 0.09, 0.09, 0.07, 0.10, 0.11, 0.15, 0.14, 0.12, 0.09, 0.12, 0.16, 0.15, 0.13, 0.14, 0.11, 0.12, 0.12, 0.12, -0.42], "de_lowest_ev": 0.991, "gap_ev": 6.77, "e_lumo_ev": -12.429, "largest_force_ev_per_a": 2.828, "mol_weight_g_mol": 1105.82, "spin_multiplicity": 1, "charge": 7, "homo_ev": -19.198}